Entry 1:
# C10H9IN2

C10H9IN2 as an isolated structure in a non-equilibrium geometry (the ωB97M-V functional and the def2-TZVPD basis, the Open Molecules 2025 dataset).

Properties
molecular weight	284.10	g/mol
HOMO energy	-8.19	eV
total charge	0
energy above the lowest of the compared OMol25 structures with the same formula, charge and spin	49.2	kJ/mol

Last column: natural (NBO) charge in e.
Cartesian coordinates (Å):
1 H -3.54295 -0.37089 1.19009  0.2178
2 C 1.53674 -0.99277 -0.33942  0.0662
3 C -0.09893 2.95997 -0.29634  -0.6414
4 H -0.88598 2.89616 -1.04345  0.2281
5 H 1.29766 -2.68016 -1.58605  0.2062
6 H -2.11787 1.60977 0.80367  0.2160
7 C -0.40484 0.45949 0.22801  -0.1270
8 C 0.11593 -0.82790 0.03617  0.0673
9 C -0.70456 -1.92934 0.23781  -0.2129
10 H -0.51275 3.38122 0.61766  0.2289
11 C -1.72633 0.61709 0.63384  -0.1686
12 H -0.30947 -2.92387 0.10581  0.2225
13 C -2.52481 -0.49050 0.85189  -0.2135
14 H 3.01178 -2.04884 -1.41034  0.2134
15 C 0.48146 1.60410 -0.01173  0.2140
16 C 1.96875 -1.95689 -1.15885  -0.4516
17 N 2.33195 -0.12043 0.36007  -0.4863
18 I 4.31148 0.04704 0.01668  0.3408
19 C -2.01691 -1.76376 0.64019  -0.1853
20 H -2.63426 -2.63680 0.79846  0.2180
21 N 1.73375 1.55614 -0.00766  -0.1976
22 H 0.69016 3.61120 -0.66651  0.2450

Entry 2:
# C9H14N4O

A single C9H14N4O molecule in a non-equilibrium geometry (the ωB97M-V functional and the def2-TZVPD basis, the Open Molecules 2025 dataset).

Properties
molecular weight	194.24	g/mol
HOMO energy	-8.48	eV
total charge	0
energy above the lowest of the compared OMol25 structures with the same formula, charge and spin	260.8	kJ/mol

Last column: natural (NBO) charge in e.
Cartesian coordinates (Å):
1 H 2.97523 0.25093 -2.88212  0.1579
2 C 0.01075 -1.04338 0.50067  0.0672
3 H -1.26959 2.32847 -0.24301  0.2432
4 H -2.29254 1.81933 -1.75808  0.2323
5 H 1.15215 -1.67463 2.12830  0.2188
6 C 0.47945 -1.01533 1.80150  -0.2665
7 C 0.41360 -1.95064 -0.57109  0.6338
8 C -2.15736 1.81868 -0.67222  -0.6761
9 H 1.37389 -1.99858 -2.41496  0.3848
10 C -2.34629 -0.60280 -1.28036  -0.4719
11 C 0.31957 0.68792 3.69299  -0.6333
12 N 1.22502 -0.08453 -1.68304  -0.4736
13 H 0.40885 1.73208 3.69175  0.2291
14 H 1.15558 0.12464 4.25406  0.2201
15 C 2.64413 0.41423 -1.78656  -0.4282
16 C -1.76105 0.39584 -0.54537  0.2166
17 N -0.72049 0.14074 0.35234  -0.1843
18 H -0.55187 0.43370 4.23205  0.2265
19 O 0.18869 -3.15297 -0.55788  -0.5948
20 H 0.61531 0.52249 -2.23843  0.3583
21 C 0.02283 0.19985 2.33285  0.1530
22 N 0.98143 -1.42564 -1.69458  -0.4413
23 H -2.08636 -1.62677 -1.07031  0.2129
24 H 3.42686 -0.10317 -1.21920  0.2149
25 N -0.65971 0.85358 1.46715  -0.2647
26 H 2.62743 1.50566 -1.77588  0.2135
27 H -3.09005 1.91934 -0.02311  0.2429
28 H -3.08545 -0.46903 -2.03745  0.2091

Entry 3:
# C11H16N3O

An isolated ion of composition C11H16N3O and charge +1 in a non-equilibrium geometry (the ωB97M-V functional and the def2-TZVPD basis, the Open Molecules 2025 dataset).

Properties
molecular weight	206.27	g/mol
HOMO energy	-11.71	eV
total charge	+1
energy above the lowest of the compared OMol25 structures with the same formula, charge and spin	252.2	kJ/mol

Last column: natural (NBO) charge in e.
Cartesian coordinates (Å):
1 H -1.30315 -0.05331 -2.21257  0.2554
2 C -2.45591 -0.50204 1.77452  -0.6401
3 O -0.37669 -2.17307 -0.72797  -0.7183
4 H 3.97565 2.26616 -0.84710  0.2079
5 C 3.53246 1.20524 -0.74533  0.0826
6 H -3.00794 0.47469 -1.78532  0.2170
7 C -0.47097 -1.25607 0.33186  0.2583
8 H 1.09864 2.84018 -0.10445  0.2944
9 H 4.68900 -2.00985 -0.04311  0.2414
10 H 0.11179 -2.96050 -0.50502  0.5010
11 H -1.77673 1.70147 -2.03923  0.2339
12 H -0.18253 -1.75182 1.37342  0.1956
13 C 4.44691 0.17986 -0.64850  -0.2900
14 C 2.63157 -1.28622 0.12419  -0.2974
15 H -2.60703 -1.29513 -0.19687  0.2466
16 C -1.95728 -0.67253 0.37483  -0.0558
17 H -3.27113 0.05875 1.89270  0.2260
18 C 3.98108 -1.10175 -0.29159  -0.1168
19 H 2.37611 -2.16923 0.51529  0.2147
20 H -1.67901 0.08637 2.28654  0.2280
21 C 0.09612 2.35916 -0.19873  -0.4283
22 H -0.65345 3.07272 -0.52083  0.2108
23 C -0.26026 1.10454 -0.07137  0.3271
24 H 5.41148 0.31706 -1.16702  0.2422
25 C 1.83330 -0.15215 -0.04326  0.3754
26 H -2.32849 1.31870 0.23295  0.4364
27 N 2.24980 1.06356 -0.50026  -0.4861
28 C -1.98785 0.66128 -1.74426  -0.3893
29 H -2.80768 -1.44416 2.19905  0.2619
30 N 0.46365 -0.12113 0.27627  -0.4693
31 N -1.75862 0.68447 -0.26848  -0.3653